[1]
The following is a quantum chemistry calculation of a molecular structure, C9H22AsO6PbS4, from OMol25.

Calculated values
- HOMO energy: -4.8 eV
- E_LUMO: 0.098 Eh
- Max |F|: 0.0653 hartree/bohr
- Energy relative to the best compared isomer or geometry (same formula, charge and spin): 3.6 kcal per mole
- Energy: -4829.01665 Ha
- Net charge: -1
- HOMO-LUMO gap: 7.42 eV

Cartesian coordinates (Å):
Pb: -11.30630 9.36419 -3.66347
O: -13.26690 11.24636 -5.50027
S: -12.03246 12.07703 -4.83461
O: -10.83093 11.19489 -5.07150
O: -12.41257 12.00326 -3.40611
O: -11.89730 13.37381 -5.51116
C: -13.23157 5.59712 -2.89906
C: -13.34354 6.88753 -2.07380
O: -13.58646 8.08710 -2.91207
C: -14.77665 8.01053 -3.75294
C: -15.55568 9.31168 -3.60063
H: -12.92902 4.79347 -2.23105
H: -12.49523 5.78007 -3.71307
H: -14.21804 5.34152 -3.32346
H: -12.38611 7.15460 -1.57228
H: -14.16053 6.84386 -1.29800
H: -15.38479 7.12108 -3.47996
H: -14.47533 7.90693 -4.81424
H: -15.82207 9.43838 -2.52888
H: -16.46769 9.29093 -4.20004
H: -14.90789 10.12879 -3.93316
C: -14.92427 10.56374 -7.25244
As: -12.89393 10.40312 -7.18589
C: -11.76660 11.70051 -8.03731
C: -13.13304 9.32374 -8.83871
S: -11.96775 8.64125 -6.30093
H: -15.26188 10.69162 -8.28542
H: -15.23163 11.42953 -6.66926
H: -15.27535 9.63627 -6.80226
H: -11.94682 11.64324 -9.09764
H: -10.75378 11.44772 -7.73239
H: -12.05216 12.69515 -7.64680
H: -13.57531 9.88026 -9.67176
H: -13.82681 8.52269 -8.60434
H: -12.19497 8.87449 -9.11719
C: -7.56925 6.76165 -0.49888
O: -7.63669 7.39344 -1.76579
C: -8.70461 8.10142 -2.14831
S: -9.95136 8.34797 -1.03023
S: -8.55176 8.59342 -3.77370
H: -6.58249 6.30353 -0.47177
H: -8.35831 6.01811 -0.34103
H: -7.69837 7.50518 0.27972



[2]
The following is a quantum chemistry calculation of a molecular structure, C9H22Br2IrO3PS3, from OMol25.

Calculated values
- HOMO energy (alpha / beta): -14.9 / -16.2 eV
- E_LUMO (alpha / beta): -0.229 / -0.361 Eh
- Max |F|: 0.0335 hartree/bohr
- ⟨S²⟩: 6.02
- Energy: -7369.48962 Ha
- Net charge: +2
- 2S+1: 5
- HOMO-LUMO gap (alpha / beta): 8.65 / 6.39 eV

Cartesian coordinates (Å):
Ir: -0.76297 0.05567 0.22199
Br: -0.56740 -1.35289 -2.08567
C: 1.10730 -2.38365 -2.01163
Br: 2.66094 -1.27753 -1.86390
H: 1.15041 -2.93672 -2.94213
H: 1.04245 -3.03817 -1.15245
C: -1.62229 1.98856 5.58170
C: -2.89383 1.35492 5.07330
O: -2.57618 0.35703 4.03542
P: -2.64378 0.47334 2.50503
S: -1.87274 -1.30866 1.82375
S: -1.49959 1.97116 1.66660
O: -4.14986 0.72037 2.17914
C: -4.79622 1.13402 0.93161
C: -4.56033 0.20334 -0.23632
H: -1.86155 2.61804 6.43808
H: -1.15343 2.60918 4.81705
H: -0.91760 1.22440 5.90652
H: -3.58941 2.08649 4.66364
H: -3.39586 0.78177 5.84706
H: -4.48487 2.15390 0.70483
H: -5.84983 1.14833 1.19522
H: -3.52013 0.22777 -0.57210
H: -5.18005 0.52994 -1.07054
H: -4.83064 -0.82151 0.01719
C: 1.40982 2.55542 -3.36271
C: 1.36857 3.34316 -2.06653
S: 1.93322 2.31514 -0.67250
O: 0.78603 1.31653 -0.50222
C: 1.79086 3.51441 0.70096
C: 3.15792 4.09771 1.02112
H: 1.04974 3.19267 -4.16959
H: 0.76167 1.68003 -3.31536
H: 2.42065 2.23511 -3.61240
H: 0.35530 3.65644 -1.81151
H: 2.04243 4.20194 -2.09143
H: 1.38678 2.94275 1.53615
H: 1.06974 4.27929 0.40988
H: 3.84382 3.32810 1.37313
H: 3.06299 4.84079 1.81171
H: 3.60091 4.59169 0.15588



[3]
The following is a quantum chemistry calculation of a molecular structure, C9H22BrHfO6S, from OMol25.

Calculated values
- HOMO energy: -17.3 eV
- E_LUMO: -0.577 Eh
- Max |F|: 0.1048 hartree/bohr
- Energy relative to the best compared isomer or geometry (same formula, charge and spin): 7.7 kcal per mole
- Energy: -3826.36817 Ha
- Net charge: +3
- HOMO-LUMO gap: 1.56 eV

Cartesian coordinates (Å):
Hf: 1.36302 -0.91416 -1.80106
Br: -1.12332 -1.24596 -0.56704
O: -6.22021 -0.32123 3.42851
S: -7.29849 -0.49757 2.49085
O: -8.64061 -0.07010 2.81987
O: -6.81802 0.19914 1.09630
C: -5.51787 0.75637 1.01157
C: -4.40641 -0.29180 0.92555
C: -7.35200 -2.25570 1.92501
H: -5.26983 1.41974 1.84102
H: -5.44918 1.30844 0.07555
H: -4.55761 -1.04953 0.15220
H: -4.24830 -0.91008 1.81834
H: -3.39833 0.12279 0.84683
H: -7.52397 -2.84133 2.82772
H: -6.35369 -2.43299 1.53622
H: -8.16225 -2.37697 1.21229
C: 6.76485 -1.72677 -1.86032
O: 5.54578 -0.97295 -1.95209
C: 5.72101 0.37274 -2.33929
C: 4.34089 0.88959 -2.74564
O: 3.32529 0.63766 -1.72088
C: 3.55377 1.45194 -0.54331
C: 2.19574 1.92415 -0.08529
O: 1.38698 0.70728 0.08058
C: 1.02378 0.51990 1.47435
H: 7.61587 -1.11597 -1.54412
H: 6.97522 -2.03611 -2.88748
H: 6.67672 -2.53191 -1.13938
H: 6.32108 0.40660 -3.25317
H: 6.15133 0.92322 -1.49964
H: 4.10470 0.32017 -3.64660
H: 4.35153 1.94804 -2.99908
H: 4.13739 2.35302 -0.74301
H: 4.11014 0.86671 0.18849
H: 1.70413 2.55053 -0.82813
H: 2.27097 2.45369 0.86097
H: 0.24356 1.23935 1.73154
H: 1.82568 0.70168 2.19040
H: 0.63065 -0.48164 1.62135



[4]
The following is a quantum chemistry calculation of a molecular structure, C9H22CrN7O5S, from OMol25.

Calculated values
- HOMO energy (alpha / beta): -8.5 / -8.4 eV
- E_LUMO (alpha / beta): -0.058 / -0.036 Eh
- Max |F|: 0.0581 hartree/bohr
- Energy relative to the best compared isomer or geometry (same formula, charge and spin): 23.9 kcal per mole
- ⟨S²⟩: 0.76
- Energy: -2558.25434 Ha
- 2S+1: 2
- HOMO-LUMO gap (alpha / beta): 6.96 / 7.38 eV

Cartesian coordinates (Å):
Cr: 0.72379 -1.11655 -0.67310
N: 0.74927 -3.13965 -1.47964
N: 0.60295 -2.93881 -2.87460
C: 1.16790 -1.71991 -3.39552
O: 1.42474 -1.69516 -4.57802
O: 1.29525 -0.79682 -2.53861
H: 1.68562 -3.48887 -1.22988
H: 0.05366 -3.81494 -1.15841
H: 0.81328 -3.74484 -3.46084
N: -2.73027 1.03817 0.27656
C: -1.36931 1.37121 0.68954
C: -0.73493 2.26386 -0.37375
C: 0.77270 2.32433 -0.14024
N: 1.36069 1.01876 -0.46589
C: 1.09422 2.74841 1.29771
C: 0.32889 1.97109 2.37640
N: 0.79609 0.59389 2.40484
C: -1.17563 1.99805 2.07020
H: -1.90458 -0.09115 -0.92648
H: -3.27787 1.88392 0.13862
H: -3.18972 0.47234 0.98364
H: -0.81007 0.43172 0.73118
H: -1.16498 3.26668 -0.33055
H: -0.92694 1.85270 -1.36673
H: 1.20021 3.09137 -0.80624
H: 2.18749 0.87614 0.12152
H: 1.68674 1.04745 -1.43155
H: 0.84961 3.80614 1.40460
H: 2.16680 2.63714 1.47498
H: 0.49656 2.48675 3.34119
H: 0.26280 0.04486 3.06984
H: 1.77353 0.54130 2.67037
H: -1.54677 3.02515 2.10564
H: -1.70783 1.41183 2.82296
S: -1.39792 -3.11889 2.86859
C: -0.62505 -2.30916 1.74840
N: -0.07947 -1.69472 0.90278
O: 4.35355 -1.13017 0.97721
N: 3.28003 -0.69690 0.57761
O: 2.45715 -1.47002 -0.04161
C: -2.22975 -1.89874 -1.55779
O: -1.38260 -0.76967 -1.41647
H: -3.21198 -1.58587 -1.92244
H: -2.34607 -2.41576 -0.59906
H: -1.77178 -2.56665 -2.28693